(1)
Formula: C15H20N2O5S
Source: the Open Molecules 2025 dataset
Level of theory: ωB97M-V/def2-TZVPD

XYZ file:
```
43
C15H20N2O5S (ωB97M-V/def2-TZVPD)
N 3.1068 -4.1314 4.8868
C 2.2649 -3.1895 4.2668
O 2.4345 -2.0745 4.1118
C 0.9806 -3.8792 3.9214
O 0.2671 -3.0437 3.2360
C 1.0452 -3.0149 1.7851
O 2.0206 -3.6651 1.5409
C 0.3212 -1.9221 0.9440
C -0.8386 -1.3302 1.3478
C -1.2464 -0.4059 0.4902
C -0.6601 -0.0473 -0.7585
S -1.5983 1.0372 -1.8176
O -1.9319 0.3116 -3.2896
O -2.7500 1.6681 -1.1727
N -0.1664 1.9319 -2.2446
C 0.0484 2.6721 -0.9917
C -0.8406 3.9619 -0.6976
C -0.3831 5.3012 -1.6933
C -0.0742 4.9288 -3.2176
C -0.8332 3.8830 -3.6333
C -0.1600 2.4437 -3.6503
C 0.0990 -1.0082 -1.2640
C 0.8705 -1.9058 -0.4213
H 3.9181 -3.9422 5.2954
H 3.0803 -5.2120 4.9101
H 0.5059 -3.8838 4.8080
H 1.1386 -4.9005 3.6392
H -1.1789 -1.0936 2.4977
H -2.2197 0.2588 0.8998
H 0.0850 2.0510 -0.2643
H 1.1903 3.0540 -1.3040
H -1.6273 3.5386 -1.2100
H -0.8239 4.2897 0.3909
H -1.1155 6.0629 -1.4800
H 0.6124 5.7524 -1.2722
H -0.1305 5.9729 -3.5805
H 0.9130 4.6932 -3.2898
H -1.8589 3.9294 -3.3635
H -0.7273 4.1405 -4.7776
H 1.0527 2.5461 -3.8472
H -0.6549 1.7827 -4.2381
H 0.5398 -0.7300 -2.1641
H 1.4993 -2.5318 -0.5454
```

- Structure (SMILES): NC(=O)COC(=O)c1ccc(S(=O)(=O)N2CCCCCC2)cc1
- Total energy: -1467.078609 a.u.
- Kohn-Sham gap: 8.567 eV
- Energy relative to the best compared isomer or geometry (same formula, charge and spin): 13.350 eV

Charges per atom according to Löwdin partitioning, unit e: atom 1 (N): 0.1587, atom 2 (C): -0.5635, atom 3 (O): 0.1753, atom 4 (C): -0.3005, atom 5 (O): -0.0259, atom 6 (C): -0.1820, atom 7 (O): 0.1676, atom 8 (C): -0.0799, atom 9 (C): -0.0578, atom 10 (C): -0.0846, atom 11 (C): -0.3128, atom 12 (S): 0.8781, atom 13 (O): -0.4032, atom 14 (O): -0.3042, atom 15 (N): -0.2496, atom 16 (C): -0.2154, atom 17 (C): -0.0883, atom 18 (C): -0.1158, atom 19 (C): -0.2971, atom 20 (C): -0.2332, atom 21 (C): -0.1103, atom 22 (C): -0.0240, atom 23 (C): 0.1256, atom 24 (H): 0.0228, atom 25 (H): 0.1519, atom 26 (H): 0.1104, atom 27 (H): 0.1307, atom 28 (H): 0.1994, atom 29 (H): 0.1816, atom 30 (H): 0.0176, atom 31 (H): 0.1847, atom 32 (H): 0.0121, atom 33 (H): 0.1281, atom 34 (H): 0.0717, atom 35 (H): 0.1162, atom 36 (H): 0.1285, atom 37 (H): 0.0704, atom 38 (H): 0.1213, atom 39 (H): 0.1583, atom 40 (H): 0.1845, atom 41 (H): 0.0475, atom 42 (H): 0.1029, atom 43 (H): 0.0023



(2)
Formula: CH6N2P2
Source: the Open Molecules 2025 dataset
Level of theory: ωB97M-V/def2-TZVPD

XYZ file:
```
11
CH6N2P2 (ωB97M-V/def2-TZVPD)
C -0.5505 1.3454 0.4098
N 0.3592 -0.7883 1.0856
N 1.0235 -0.8889 -0.0893
P -1.3983 0.7924 -0.9418
P -0.2515 -1.2334 -1.2117
H -1.0739 1.5615 1.3836
H 0.6168 1.5777 0.2786
H 1.1153 -0.5301 1.7797
H 1.9867 -1.1446 -0.0721
H -2.4201 0.1203 -0.2495
H 0.5929 -0.8121 -2.3729
```

- Total energy: -833.746208 a.u.
- Kohn-Sham gap (spin up / spin down): 7.828 / 7.867 eV
- Energy relative to the best compared isomer or geometry (same formula, charge and spin): 3.571 eV

Charges per atom according to Löwdin partitioning, unit e: atom 1 (C): -0.5024, atom 2 (N): -0.1311, atom 3 (N): -0.5115, atom 4 (P): 0.5302, atom 5 (P): 0.6265, atom 6 (H): 0.0203, atom 7 (H): 0.0548, atom 8 (H): 0.0672, atom 9 (H): 0.0740, atom 10 (H): -0.1201, atom 11 (H): -0.1079



(3)
Formula: C25H44Cl4MgN3O6Si
Source: the Open Molecules 2025 dataset
Level of theory: ωB97M-V/def2-TZVPD

XYZ file:
```
84
C25H44Cl4MgN3O6Si (ωB97M-V/def2-TZVPD)
C 2.8314 3.1928 -6.4379
C 2.6020 2.2875 -7.6117
H 3.8996 3.4196 -6.3393
H 2.4697 2.7390 -5.5073
H 2.2984 4.1461 -6.5828
C 3.3254 2.3614 -8.7386
C 4.4757 3.2884 -8.9563
H 3.0463 1.7632 -9.6145
H 5.1946 3.2500 -8.1258
H 4.1609 4.3356 -9.0955
H 5.0021 2.9709 -9.8640
Mg 0.3251 0.0553 -1.2001
Cl 0.6516 2.0551 -2.5760
C -1.8870 -1.2534 -2.3898
O -0.7463 -1.4385 -1.9258
N -2.5192 -2.1080 -3.1796
C -1.8354 -3.3510 -3.5078
C -3.6834 -1.6868 -3.9580
H -2.4506 -0.3345 -2.1490
H -1.4297 -3.7907 -2.5906
H -1.0028 -3.1807 -4.2045
H -2.5648 -4.0241 -3.9560
H -4.1920 -0.9049 -3.3770
H -4.3344 -2.5545 -4.1055
H -3.3849 -1.2670 -4.9347
H -1.7997 -3.5238 2.7710
H -2.2073 -1.6040 4.2805
C -0.7687 -3.1691 2.6476
C -1.2110 -1.2022 4.0651
N -0.7376 -1.7232 2.7908
H -0.3870 -3.4465 1.6630
C -0.2565 -0.9290 1.8119
O 0.0849 -1.3213 0.6814
H -1.2630 -0.1125 4.0321
H -0.2005 0.1388 2.0906
H -0.1672 -3.6301 3.4421
H -0.5441 -1.5190 4.8761
H 4.9352 1.8562 0.0846
H 3.5272 1.3050 -2.4401
C 5.1403 0.7775 0.0751
C 4.3255 0.5640 -2.2393
N 4.2913 0.0847 -0.8730
H 4.9452 0.3742 1.0706
C 3.1070 -0.4533 -0.4063
O 2.1675 -0.8513 -1.1547
H 4.1941 -0.2859 -2.9214
H 3.1682 -0.8076 0.6376
H 6.1815 0.5964 -0.2018
H 5.3060 1.0198 -2.4177
O 1.6790 0.5906 -6.2238
C 1.4546 1.3016 -7.4389
C 2.1143 -0.4835 -9.1708
C 1.1964 0.4585 -8.6854
H 3.0480 -0.6509 -8.6253
C 1.8552 -1.1471 -10.3797
H 0.5640 1.9248 -7.2657
C 0.0424 0.7437 -9.4203
H 2.5730 -1.8890 -10.7469
C 0.7045 -0.8585 -11.1126
C -0.1951 0.1059 -10.6397
H -0.6394 1.5150 -9.0463
H 0.5103 -1.3683 -12.0597
H -1.0763 0.3724 -11.2193
Si 1.2712 -0.9709 -5.6925
Cl 2.3601 1.5224 0.4916
C 2.5385 -2.2318 -6.2230
C -0.3852 -1.4219 -6.4305
C 1.2817 -0.7970 -3.8740
H 2.4479 -2.4562 -7.2955
H 2.3675 -3.1661 -5.6621
H 3.5599 -1.8768 -6.0195
H 2.2153 -0.3778 -3.4852
H 1.0689 -1.7130 -3.3122
H 0.4935 -0.0482 -3.6688
H -0.3170 -1.3893 -7.5327
H -1.1681 -0.7080 -6.1234
H -0.7051 -2.4415 -6.1568
Cl -2.4156 1.9678 2.3752
C -3.1701 2.1125 0.7766
Cl -3.2037 3.7687 0.1690
C -2.4271 1.2315 -0.2971
O -3.2432 0.8441 -1.1809
O -1.2037 1.0079 -0.1789
H -4.1921 1.7315 0.8707
```

- Total charge: -1
- Total energy: -3925.409914 a.u.
- Kohn-Sham gap: 7.308 eV
- Energy relative to the best compared isomer or geometry (same formula, charge and spin): 0.000 eV

Charges per atom according to Löwdin partitioning, unit e: atom 1 (C): -0.0294, atom 2 (C): -0.2264, atom 3 (H): 0.0737, atom 4 (H): 0.0756, atom 5 (H): 0.0951, atom 6 (C): -0.1187, atom 7 (C): -0.1105, atom 8 (H): 0.0999, atom 9 (H): 0.0712, atom 10 (H): 0.0807, atom 11 (H): 0.0641, atom 12 (Mg): 0.3509, atom 13 (Cl): -0.0814, atom 14 (C): -0.2526, atom 15 (O): -0.0643, atom 16 (N): -0.1557, atom 17 (C): -0.0303, atom 18 (C): -0.0256, atom 19 (H): 0.1041, atom 20 (H): 0.0978, atom 21 (H): 0.0697, atom 22 (H): 0.0832, atom 23 (H): 0.0970, atom 24 (H): 0.0835, atom 25 (H): 0.0855, atom 26 (H): 0.0861, atom 27 (H): 0.0868, atom 28 (C): -0.0438, atom 29 (C): -0.0606, atom 30 (N): -0.1835, atom 31 (H): 0.0885, atom 32 (C): -0.2744, atom 33 (O): -0.0380, atom 34 (H): 0.0561, atom 35 (H): 0.1137, atom 36 (H): 0.0870, atom 37 (H): 0.0859, atom 38 (H): 0.0556, atom 39 (H): 0.0703, atom 40 (C): -0.1532, atom 41 (C): -0.0687, atom 42 (N): -0.2598, atom 43 (H): 0.0707, atom 44 (C): -0.5406, atom 45 (O): -0.1761, atom 46 (H): 0.0783, atom 47 (H): 0.1017, atom 48 (H): 0.0744, atom 49 (H): 0.0831, atom 50 (O): -0.1685, atom 51 (C): -0.2846, atom 52 (C): -0.0613, atom 53 (C): -0.2102, atom 54 (H): 0.1227, atom 55 (C): -0.0821, atom 56 (H): 0.1505, atom 57 (C): -0.0391, atom 58 (H): 0.1028, atom 59 (C): -0.1019, atom 60 (C): -0.0854, atom 61 (H): 0.1199, atom 62 (H): 0.0962, atom 63 (H): 0.0964, atom 64 (Si): 0.4131, atom 65 (Cl): 0.1283, atom 66 (C): -0.1659, atom 67 (C): -0.1404, atom 68 (C): -0.2074, atom 69 (H): 0.0110, atom 70 (H): 0.0346, atom 71 (H): 0.0385, atom 72 (H): 0.0108, atom 73 (H): 0.0449, atom 74 (H): -0.0447, atom 75 (H): 0.0253, atom 76 (H): 0.0399, atom 77 (H): 0.0201, atom 78 (Cl): 0.5952, atom 79 (C): -1.0092, atom 80 (Cl): 0.6001, atom 81 (C): -0.7128, atom 82 (O): -0.0613, atom 83 (O): -0.1093, atom 84 (H): 0.0572



- Among the records above, which one has the lowest energy relative to the best compared isomer or geometry (same formula, charge and spin)?
  C25H44Cl4MgN3O6Si